{"formula": "C19H21F5N2O15", "method": "ωB97M-V with the def2-TZVPD basis set", "elements": ["F", "F", "F", "F", "F", "O", "O", "O", "O", "O", "O", "O", "O", "O", "O", "O", "O", "O", "O", "O", "N", "N", "C", "C", "C", "C", "C", "C", "C", "C", "C", "C", "C", "C", "C", "C", "C", "C", "C", "C", "C", "H", "H", "H", "H", "H", "H", "H", "H", "H", "H", "H", "H", "H", "H", "H", "H", "H", "H", "H", "H", "H"], "coordinates": [[3.896, -1.786, -2.399], [1.462, 3.504, 2.804], [-4.149, -2.349, -3.900], [2.287, -3.162, -0.347], [0.582, -0.795, 2.850], [1.224, 4.793, 4.630], [1.695, 7.102, 4.454], [1.886, -5.158, 0.616], [-2.129, 2.089, 1.669], [2.255, 1.036, -1.678], [-1.528, 0.067, 2.605], [-0.887, 0.479, 0.513], [0.366, 0.892, -2.860], [2.241, -0.407, -3.170], [-2.292, -1.557, -2.965], [2.246, -5.887, -1.412], [0.197, 5.994, 3.028], [0.259, -6.481, -0.441], [-1.216, -3.038, -4.160], [-0.470, -2.459, -2.137], [0.666, 4.954, -2.633], [-2.883, 2.382, 4.951], [0.061, 4.222, -1.949], [-3.493, 1.405, 4.617], [-0.791, 3.305, -1.171], [0.559, 3.898, 3.717], [-4.227, 0.234, 4.138], [3.239, -4.937, -1.216], [1.478, 0.476, -2.558], [-0.475, 4.771, 3.131], [-2.097, -2.402, -5.061], [2.860, -4.304, -0.027], [1.370, -5.930, -0.399], [-0.607, -0.938, 2.292], [1.152, 6.084, 4.077], [-1.583, 0.968, 1.593], [-0.565, -0.880, 0.770], [3.511, -0.494, -2.604], [-3.065, -1.673, -4.157], [-1.304, -2.387, -3.021], [3.272, 0.194, -1.202], [-3.225, -0.663, -4.536], [3.798, -4.092, 0.486], [2.956, -0.518, -0.439], [-5.217, 0.020, 4.541], [-1.355, 5.012, 3.728], [-0.315, 2.399, -0.796], [-1.572, 2.990, -1.864], [-4.387, 0.580, 3.117], [0.179, 2.977, 4.160], [0.452, -1.098, 0.445], [-1.294, -1.543, 0.304], [-3.553, -0.614, 4.259], [-0.941, -1.931, 2.591], [4.202, -5.447, -1.255], [-1.660, -1.573, -5.618], [4.155, 0.630, -0.735], [4.300, -0.048, -3.210], [-2.583, -2.993, -5.838], [-1.208, 3.892, -0.354], [3.059, -4.318, -2.094], [-0.795, 4.515, 2.121]], "e_homo_ev": -10.908, "relative_energy_kcal_mol": 67.71, "orbital_gap_ha": 0.4063, "max_force_ev_per_a": 5.789, "smiles": "O=C1OC[C@@H](F)O1.O=C1OC[C@@H](F)O1.O=C1OC[C@@H](F)O1.O=C1OC[C@@H](F)O1.O=C1OC[C@@H](F)O1.CC#N.CC#N", "molar_mass_g_mol": 612.4}


{"formula": "C31H70N10O9", "method": "ωB97M-V with the def2-TZVPD basis set", "elements": ["O", "O", "O", "O", "O", "O", "O", "O", "O", "N", "N", "N", "N", "N", "N", "N", "N", "N", "N", "C", "C", "C", "C", "C", "C", "C", "C", "C", "C", "C", "C", "C", "C", "C", "C", "C", "C", "C", "C", "C", "C", "C", "C", "C", "C", "C", "C", "C", "C", "C", "H", "H", "H", "H", "H", "H", "H", "H", "H", "H", "H", "H", "H", "H", "H", "H", "H", "H", "H", "H", "H", "H", "H", "H", "H", "H", "H", "H", "H", "H", "H", "H", "H", "H", "H", "H", "H", "H", "H", "H", "H", "H", "H", "H", "H", "H", "H", "H", "H", "H", "H", "H", "H", "H", "H", "H", "H", "H", "H", "H", "H", "H", "H", "H", "H", "H", "H", "H", "H", "H"], "coordinates": [[0.465, -1.847, -0.718], [-1.844, -5.173, -5.230], [1.752, 2.585, -0.297], [0.198, 6.424, -1.988], [-0.350, -2.739, 5.736], [3.746, -2.075, -2.319], [-1.535, 0.969, -3.339], [-3.582, -2.455, 3.016], [2.979, 0.288, 2.415], [2.618, 3.701, 1.561], [-2.541, -4.450, 3.099], [2.579, -0.421, -3.308], [-2.446, 2.993, -2.699], [2.359, 5.991, -2.473], [-4.027, 0.952, 1.389], [-0.929, -3.651, -3.849], [-0.744, -0.493, 5.542], [-0.561, -0.297, 0.568], [3.669, -1.700, 1.685], [3.502, -2.897, 0.853], [-4.167, -2.901, -1.544], [-3.729, -1.760, -0.710], [0.036, -1.590, 5.560], [-0.877, -4.571, -2.738], [1.348, 4.189, 2.039], [4.777, -1.860, 2.592], [2.628, -1.064, -4.545], [-2.559, 1.686, -3.066], [-0.777, 1.110, 0.811], [3.695, 6.263, -2.248], [2.873, -0.623, 1.624], [3.872, 3.794, 2.324], [3.117, -1.019, -2.230], [-1.329, -5.114, 3.519], [-0.259, 0.825, 5.313], [-1.148, 3.478, -2.358], [-1.483, -4.060, -5.041], [-3.480, 3.666, -1.918], [-0.710, -2.249, -3.677], [-4.510, 0.083, 0.812], [1.967, 4.862, -3.402], [1.890, 0.835, -3.262], [2.686, 2.922, 0.476], [-3.098, -4.825, 1.796], [-2.831, -3.232, 3.602], [0.039, -0.696, -0.570], [-0.565, -1.188, 1.743], [-2.177, -0.640, 5.638], [1.368, 6.693, -1.874], [-5.000, -1.135, 0.095], [-4.841, -2.605, -2.384], [-0.558, 1.564, 6.070], [0.015, 1.645, 1.312], [-3.474, 4.706, -2.117], [-3.195, 3.551, -0.858], [0.181, -2.023, -3.104], [1.398, 5.253, 2.248], [2.597, -2.805, 0.228], [2.320, 5.016, -4.397], [0.878, 4.757, -3.377], [3.675, 2.527, 0.288], [4.247, 5.309, -2.080], [-1.562, -3.249, -5.841], [-1.009, 3.299, -1.290], [-3.359, -3.414, -2.161], [2.154, -0.446, 0.742], [-3.250, -1.068, -1.380], [-0.687, -1.709, -4.626], [-2.593, -0.859, 4.669], [4.746, 3.619, 1.658], [-4.408, 3.110, -2.071], [2.651, -0.299, -5.314], [4.392, -2.979, 0.201], [1.772, -1.724, -4.734], [-2.258, -4.968, 1.101], [3.573, -1.561, -4.635], [3.966, 4.776, 2.893], [-4.663, -3.710, -0.991], [-1.103, -4.636, 4.461], [5.474, -2.572, 2.158], [-5.713, -0.915, -0.669], [-1.522, -6.197, 3.696], [-3.784, -4.122, 1.458], [2.290, 1.597, -3.948], [1.065, 3.805, 3.027], [-1.614, 1.088, 1.550], [-0.654, -2.200, 1.260], [3.458, -3.783, 1.482], [3.084, -0.488, -1.282], [-1.046, 4.523, -2.526], [-2.554, 0.338, 6.066], [3.861, 6.859, -1.360], [-3.566, 1.349, -3.017], [1.144, -1.306, 5.666], [-1.044, 1.686, -0.029], [1.653, 7.436, -1.147], [0.797, 0.751, 5.192], [-0.711, -5.544, -3.234], [2.544, 3.963, -3.086], [4.210, 6.614, -3.144], [0.867, 0.745, -3.581], [0.276, -1.044, 2.415], [-0.097, -4.384, -2.040], [-1.502, -1.007, 2.334], [-0.637, 1.219, 4.415], [1.857, 1.380, -2.272], [3.918, 3.076, 3.132], [-0.467, -5.031, 2.857], [5.267, -0.902, 2.839], [-3.662, -5.753, 1.955], [-1.842, -4.410, -2.280], [-1.481, -1.791, -3.000], [0.149, 0.064, -1.313], [-5.365, -1.925, 0.853], [-0.422, 2.960, -2.984], [4.388, -2.276, 3.532], [-2.344, -2.929, 4.541], [-2.929, -2.108, -0.014], [-2.462, -1.469, 6.308], [0.607, 4.045, 1.279]], "e_homo_ev": -8.497, "relative_energy_kcal_mol": 3.65, "orbital_gap_ha": 0.3254, "max_force_ev_per_a": 4.287, "smiles": "CN(C)C=O.CN(C)C=O.CN(C)C=O.CN(C)C=O.CN(C)C=O.CN(C)C=O.CN(C)C=O.CN(C)C=O.CN(C)C=O.CCCC#N", "molar_mass_g_mol": 727.0}


{"formula": "C5H11BrN2", "method": "ωB97M-V with the def2-TZVPD basis set", "elements": ["Br", "N", "N", "C", "C", "C", "C", "C", "H", "H", "H", "H", "H", "H", "H", "H", "H", "H", "H"], "coordinates": [[0.082, 3.926, -1.602], [0.444, 1.229, -1.316], [-0.114, 2.120, -1.996], [0.624, -2.063, -0.443], [-2.536, 0.868, 0.206], [1.282, -0.408, 1.415], [1.018, 0.305, -0.886], [1.441, -0.765, -0.047], [-0.401, -1.857, -0.120], [1.610, -1.227, 2.058], [-1.917, 0.386, -0.501], [-2.323, 1.820, -0.149], [1.904, 0.381, 1.723], [-3.547, 0.707, 0.026], [2.526, -0.945, -0.158], [-2.167, 0.646, 1.236], [0.829, -2.154, -1.447], [0.983, -2.882, 0.254], [0.262, -0.086, 1.747]], "e_homo_ev": -8.017, "relative_energy_kcal_mol": 10.11, "orbital_gap_ha": 0.3062, "max_force_ev_per_a": 4.455, "molar_mass_g_mol": 179.1}


{"formula": "C5H15N2O", "method": "ωB97M-V with the def2-TZVPD basis set", "elements": ["O", "N", "N", "C", "C", "C", "C", "C", "H", "H", "H", "H", "H", "H", "H", "H", "H", "H", "H", "H", "H", "H", "H"], "coordinates": [[2.345, 0.532, -1.884], [0.211, 0.029, 0.328], [-2.524, -1.163, 0.932], [0.095, 0.142, -1.099], [-0.988, 0.671, 0.963], [1.367, -0.494, -1.882], [-1.723, -0.255, 1.908], [1.465, 0.616, 0.807], [-1.200, -0.928, 2.570], [1.722, -1.417, -1.525], [-0.687, 1.393, 1.856], [2.558, 0.765, -2.789], [1.443, 1.335, 1.699], [2.339, -0.189, 1.023], [-3.374, -0.752, 0.713], [2.152, 1.210, 0.207], [-2.084, -1.434, 0.008], [-0.837, -0.426, -1.396], [-2.511, 0.245, 2.546], [-2.480, -2.174, 1.329], [0.898, -0.534, -2.965], [-1.614, 1.378, 0.332], [-0.192, 1.132, -1.543]], "charge": 2, "e_homo_ev": [-17.969, -17.950], "multiplicity": 2, "relative_energy_kcal_mol": 106.91, "orbital_gap_ha": [0.3931, 0.2169], "max_force_ev_per_a": 6.067, "molar_mass_g_mol": 119.2}